A single C23H27N3O6S molecule at a distorted geometry, computed with the ωB97M-V functional and the def2-TZVPD basis.

Properties
SMILES: COc1cccc(NC(=O)C2CCN(S(=O)(=O)c3ccc4c(c3)N(C(C)=O)CCO4)CC2)c1
HOMO: -8.32 eV
calculated total energy: -1906.57437 Ha

Structure (XYZ):
```
60
Properties=species:S:1:pos:R:3:forces:R:3
C -7.293 -0.923 -1.352 -0.2 0.1 0.0
O -5.953 -1.346 -1.325 0.4 -0.1 0.1
C -5.116 -0.804 -0.398 0.2 0.1 0.2
C -5.472 0.187 0.508 -0.4 -0.1 -0.2
C -4.524 0.654 1.407 0.1 -0.1 0.0
C -3.241 0.153 1.413 0.0 0.1 0.1
C -2.877 -0.840 0.499 -0.4 0.0 -0.2
N -1.559 -1.307 0.551 0.1 0.3 0.3
C -1.036 -2.397 -0.066 0.5 -0.3 0.2
O -1.650 -3.118 -0.824 -0.2 -0.1 -0.2
C 0.442 -2.683 0.218 -0.1 0.2 -0.2
C 1.240 -2.328 -1.046 0.1 -0.3 0.1
C 2.707 -2.725 -0.861 -0.3 0.0 -0.6
N 3.279 -2.150 0.332 0.7 0.8 0.0
S 4.126 -0.740 0.152 0.1 -0.1 0.0
O 5.126 -0.978 -0.847 -0.3 0.0 -0.2
O 4.533 -0.317 1.460 -0.4 0.1 0.1
C 3.000 0.490 -0.523 0.5 -0.4 0.3
C 2.985 0.723 -1.886 0.0 0.1 -0.1
C 2.106 1.652 -2.405 -0.1 0.0 0.1
C 1.223 2.331 -1.568 0.1 -0.2 0.1
C 1.244 2.085 -0.186 0.1 -0.3 -0.2
C 2.164 1.179 0.329 0.1 0.1 0.0
N 0.374 2.816 0.656 0.3 0.1 -0.1
C -0.249 2.219 1.713 -0.3 0.2 0.0
C -1.105 3.107 2.583 0.0 -0.2 0.1
O -0.119 1.032 1.944 0.0 -0.2 0.2
C 0.005 4.094 0.084 -0.1 0.2 -0.4
C -0.573 3.823 -1.307 -0.3 0.3 0.4
O 0.393 3.236 -2.150 0.3 -0.2 -0.1
C 2.539 -2.392 1.545 -0.3 0.2 0.6
C 1.065 -1.990 1.427 0.2 -0.3 -0.1
C -3.816 -1.312 -0.404 -0.1 -0.1 -0.2
H -7.798 -1.123 -0.401 0.0 0.0 0.0
H -7.377 0.142 -1.591 0.0 0.0 0.0
H -7.770 -1.505 -2.139 0.0 0.1 0.1
H -6.469 0.596 0.532 -0.1 0.0 0.0
H -4.805 1.419 2.117 0.0 0.0 0.1
H -2.514 0.508 2.125 0.1 0.0 0.1
H -0.965 -0.774 1.175 0.0 -0.1 -0.1
H 0.507 -3.770 0.357 -0.1 0.1 0.0
H 1.163 -1.255 -1.233 0.0 0.0 0.0
H 0.821 -2.857 -1.902 0.0 0.0 0.0
H 2.783 -3.816 -0.784 0.1 0.1 0.0
H 3.321 -2.393 -1.698 -0.1 -0.2 -0.1
H 3.675 0.186 -2.516 0.1 0.0 -0.2
H 2.074 1.871 -3.460 0.0 0.0 -0.1
H 2.245 1.019 1.391 -0.1 0.0 0.1
H -0.584 4.022 2.852 0.0 0.1 0.0
H -2.038 3.351 2.077 -0.1 0.1 0.0
H -1.344 2.555 3.489 0.0 0.0 0.0
H -0.728 4.609 0.698 0.0 0.0 0.0
H 0.902 4.716 -0.010 -0.1 0.0 0.1
H -0.881 4.748 -1.800 0.0 -0.1 0.1
H -1.441 3.155 -1.217 0.1 0.1 0.0
H 2.617 -3.461 1.776 0.0 0.1 0.0
H 3.039 -1.826 2.331 -0.1 -0.2 0.1
H 0.547 -2.276 2.344 0.0 0.1 0.1
H 1.012 -0.908 1.318 -0.1 0.0 0.1
H -3.565 -2.084 -1.110 0.0 0.0 0.0
```
Forces are in eV/Å.